# C14H13BO2

The molecule C14H13BO2 in a non-equilibrium geometry (ωB97M-V with the def2-TZVPD basis set, the Open Molecules 2025 dataset).

Last column: natural (NBO) charge in e.
Geometry (Å):
O: 0.32 1.75 -4.19  -0.88
O: -1.28 -0.05 -4.41  -0.68
B: -0.31 0.61 -3.67  1.08
C: -0.23 1.82 4.04  -0.22
C: -0.11 0.45 4.23  -0.20
C: 0.07 2.35 2.79  -0.20
C: -1.06 -2.02 -1.28  -0.20
C: 0.39 -0.34 3.21  -0.25
C: 0.62 1.57 1.83  -0.24
C: -0.19 -1.82 -0.21  -0.18
C: 0.78 0.14 -1.19  -0.18
C: -0.05 -0.06 -2.28  -0.33
C: -0.97 -1.12 -2.36  -0.03
C: 0.84 0.21 2.04  0.08
C: 0.72 -0.78 -0.17  -0.02
C: -1.63 -1.20 -3.69  -0.08
C: 1.57 -0.58 1.02  -0.47
H: 0.03 1.95 -5.11  0.49
H: -0.54 2.41 4.87  0.21
H: -0.32 0.02 5.20  0.21
H: -0.03 3.41 2.59  0.21
H: -1.77 -2.83 -1.27  0.21
H: 0.48 -1.42 3.34  0.20
H: 0.99 2.01 0.90  0.21
H: -0.26 -2.52 0.60  0.21
H: 1.43 1.00 -1.13  0.21
H: -2.71 -1.35 -3.63  0.19
H: -1.20 -2.03 -4.23  0.19
H: 1.93 -1.56 1.40  0.22
H: 2.48 -0.05 0.75  0.22

Results
LUMO level, eV: 0.67
ΔE to the lowest compared entry with this formula, charge and spin, eV: 0.000
Total energy, a.u.: -716.72448
SMILES: OB1OCc2ccc(Cc3ccccc3)cc21
Orbital gap, eV: 9.5



# C14H13CdF9N3O6S3

A structure of composition C14H13CdF9N3O6S3 (ωB97M-V with the def2-TZVPD basis set, the Open Molecules 2025 dataset).

Last column: natural (NBO) charge in e.
Geometry (Å):
Cd: -0.05 0.20 -0.86  1.75
C: -0.28 -1.96 -4.69  -0.68
C: 0.57 -2.55 -3.62  0.11
N: 0.82 -2.03 -2.46  -0.45
C: 1.71 -2.80 -1.75  0.10
C: 2.14 -3.93 -2.37  -0.45
S: 1.39 -4.04 -3.90  0.40
C: 2.17 -2.35 -0.44  0.13
C: 2.71 -3.15 0.51  -0.46
S: 3.23 -2.20 1.82  0.43
C: 2.66 -0.79 1.04  0.10
N: 2.12 -1.00 -0.12  -0.51
C: 2.79 0.54 1.67  -0.69
H: -0.99 -1.24 -4.27  0.31
H: -0.83 -2.75 -5.22  0.21
H: 0.34 -1.43 -5.41  0.23
H: 2.86 -4.65 -2.02  0.23
H: 2.82 -4.22 0.49  0.24
H: 3.27 0.48 2.64  0.21
H: 1.79 0.96 1.79  0.30
H: 3.36 1.21 1.03  0.24
O: -2.40 2.44 -2.62  -1.01
S: -1.81 1.13 -2.82  2.57
O: -2.22 0.45 -4.04  -1.03
O: -2.12 0.23 -1.61  -1.21
O: -0.28 1.22 -2.76  -1.17
C: -1.33 -1.55 2.88  -0.71
C: -1.48 -1.29 1.41  0.71
N: -2.61 -0.72 0.96  -0.80
O: -0.58 -1.61 0.63  -0.75
H: -2.29 -1.73 3.36  0.21
H: -0.88 -0.66 3.31  0.25
H: -0.67 -2.39 3.01  0.23
H: -3.19 -0.25 1.64  0.39
H: -2.62 -0.34 0.01  0.46
F: -1.76 4.52 0.51  -0.33
C: -1.41 3.23 0.33  0.96
F: -0.73 3.16 -0.82  -0.30
F: -2.55 2.54 0.13  -0.31
C: -0.57 2.62 1.51  0.04
O: -0.19 1.39 1.19  -0.94
C: 0.65 3.56 1.79  0.95
F: 1.43 3.08 2.76  -0.33
F: 1.41 3.68 0.71  -0.32
F: 0.30 4.79 2.18  -0.33
C: -1.47 2.58 2.80  0.95
F: -2.06 3.74 3.10  -0.32
F: -0.75 2.22 3.87  -0.33
F: -2.44 1.67 2.67  -0.33

Results
LUMO level, eV: 2.02
ΔE to the lowest compared entry with this formula, charge and spin, eV: 0.937
Total energy, a.u.: -3418.34950
Net charge: -1
Orbital gap, eV: 7.5



# C14H13Cl2N2O2PS

The molecule C14H13Cl2N2O2PS in a non-equilibrium geometry (ωB97M-V with the def2-TZVPD basis set, the Open Molecules 2025 dataset).

Last column: natural (NBO) charge in e.
Geometry (Å):
S: -3.22 -1.48 1.93  -0.63
Cl: 0.51 3.55 -4.21  0.00
Cl: 0.98 -4.37 -3.43  0.01
N: -0.27 1.51 2.76  -0.73
O: -2.47 0.03 -0.52  -0.75
O: -0.46 -0.72 1.06  -0.75
C: -1.54 1.46 2.99  0.45
C: -0.09 2.61 -1.74  -0.20
C: -1.44 1.71 -3.53  -0.22
C: -0.43 -3.75 -1.13  -0.21
C: 1.19 -2.13 -1.87  -0.23
C: -0.77 1.79 -0.84  -0.29
C: -2.10 0.87 -2.63  -0.19
C: -0.76 -2.89 -0.05  -0.24
C: 0.82 -1.31 -0.79  -0.23
C: -0.45 2.60 -3.09  -0.05
C: 0.55 -3.34 -2.08  -0.03
C: -1.76 0.88 -1.29  0.26
C: -0.14 -1.65 0.10  0.24
N: -2.36 1.15 1.99  -0.94
C: -2.10 2.00 4.27  -0.68
P: -2.01 -0.21 1.03  2.01
H: 0.33 1.76 3.52  0.35
H: 0.68 3.26 -1.33  0.23
H: -1.65 1.72 -4.59  0.23
H: -0.98 -4.68 -1.28  0.23
H: 1.94 -1.83 -2.57  0.23
H: -0.50 1.91 0.19  0.25
H: -2.87 0.20 -2.98  0.23
H: -1.46 -3.20 0.70  0.26
H: 1.39 -0.40 -0.60  0.23
H: -3.35 1.19 2.19  0.44
H: -3.14 1.65 4.42  0.22
H: -2.07 3.08 4.22  0.24
H: -1.45 1.70 5.12  0.24

Results
LUMO level, eV: 0.56
ΔE to the lowest compared entry with this formula, charge and spin, eV: 0.000
Total energy, a.u.: -2461.25608
SMILES: [H]/N=C(\C)NP(=S)(Oc1ccc(Cl)cc1)Oc1ccc(Cl)cc1
Orbital gap, eV: 9.2



# C14H13ClNS

The ion C14H13ClNS with charge +1 in a non-equilibrium geometry (ωB97M-V with the def2-TZVPD basis set, the Open Molecules 2025 dataset).

Last column: natural (NBO) charge in e.
Geometry (Å):
Cl: -1.37 -1.49 -0.87  0.04
S: -3.22 1.55 2.86  0.52
C: -3.86 2.72 1.78  -0.41
C: -3.08 2.85 0.72  -0.20
C: -1.77 2.09 0.70  -0.23
C: -1.82 1.28 1.78  -0.05
C: -0.79 1.90 -0.43  0.28
C: 2.11 -3.57 -0.76  -0.19
C: 2.92 -2.74 -1.49  -0.19
C: 0.80 -3.19 -0.66  -0.21
C: 2.51 -1.49 -1.78  -0.19
C: 0.29 -1.88 -0.93  -0.06
C: 1.27 -0.95 -1.28  -0.10
N: 0.23 1.11 -0.18  -0.26
C: 1.01 0.51 -1.36  -0.26
C: -0.60 0.34 1.92  -0.45
C: 0.66 0.89 1.22  -0.22
H: -4.77 3.34 1.89  0.28
H: -3.34 3.49 -0.10  0.23
H: -1.10 2.16 -1.44  0.25
H: 2.51 -4.50 -0.52  0.24
H: 4.02 -2.87 -1.75  0.24
H: 0.12 -4.01 -0.43  0.24
H: 3.32 -0.91 -2.22  0.23
H: 2.07 0.90 -1.48  0.25
H: 0.49 0.65 -2.34  0.25
H: -0.36 0.18 2.94  0.25
H: -0.81 -0.54 1.47  0.24
H: 1.01 1.85 1.63  0.23
H: 1.56 0.32 1.08  0.25

Results
LUMO level, eV: -4.53
ΔE to the lowest compared entry with this formula, charge and spin, eV: 1.956
Total energy, a.u.: -1454.10643
Net charge: +1
Orbital gap, eV: 7.9